{"formula": "C15H40F8N7O12PS2", "method": "ωB97M-V with the def2-TZVPD basis set", "energy_ha": -3817.21186, "lumo_energy_ev": [-8.9, -12.4], "charge": 3, "homo_ev": [-16.23, -16.23], "s_squared": 0.757, "multiplicity": 2, "elements": ["C", "C", "O", "N", "H", "H", "C", "H", "H", "H", "H", "H", "H", "C", "C", "O", "N", "H", "H", "C", "H", "H", "H", "H", "H", "H", "C", "C", "O", "N", "H", "H", "C", "H", "H", "H", "H", "H", "H", "C", "C", "O", "N", "H", "H", "C", "H", "H", "H", "H", "H", "H", "C", "C", "O", "N", "H", "H", "C", "H", "H", "H", "H", "H", "H", "P", "F", "F", "F", "F", "F", "F", "N", "S", "O", "O", "F", "S", "O", "O", "F", "N", "O", "O", "O"], "coordinates": [[2.741, 1.363, -0.100], [4.166, 1.364, 0.398], [4.985, 0.436, 0.210], [4.515, 2.719, 1.003], [3.706, 3.323, 0.994], [4.764, 2.686, 1.981], [5.609, 3.357, 0.183], [2.622, 0.578, -0.846], [2.542, 2.308, -0.604], [2.124, 1.183, 0.781], [5.219, 3.619, -0.801], [6.526, 2.771, 0.233], [5.830, 4.225, 0.803], [1.968, -1.966, 5.374], [1.930, -2.688, 4.033], [2.571, -3.678, 3.868], [0.977, -2.241, 2.891], [0.315, -2.961, 2.638], [0.561, -1.473, 3.400], [1.839, -1.711, 1.683], [2.633, -2.427, 6.105], [1.033, -1.858, 5.924], [2.318, -0.940, 5.257], [1.204, -1.100, 1.041], [2.171, -2.554, 1.077], [2.623, -1.133, 2.171], [-3.481, -1.808, 3.699], [-3.532, -1.483, 2.257], [-4.289, -0.622, 1.857], [-2.686, -2.338, 1.335], [-1.985, -1.813, 0.832], [-1.941, -2.903, 1.717], [-3.654, -3.169, 0.408], [-4.080, -1.146, 4.325], [-2.495, -1.577, 4.101], [-3.907, -2.771, 3.982], [-4.054, -2.461, -0.317], [-4.476, -3.525, 1.029], [-3.088, -3.938, -0.118], [0.032, 5.342, -4.039], [-0.830, 5.040, -2.851], [-1.970, 4.619, -3.014], [-0.395, 5.344, -1.425], [0.566, 5.641, -1.339], [-1.043, 6.086, -1.201], [-0.724, 4.208, -0.435], [-0.515, 5.104, -4.952], [0.899, 4.684, -3.984], [0.296, 6.399, -4.029], [-0.544, 4.503, 0.599], [0.059, 3.459, -0.555], [-1.657, 3.694, -0.663], [-0.735, -1.389, -5.158], [-0.721, -0.171, -6.118], [-0.915, -0.315, -7.280], [-0.426, 1.208, -5.486], [0.104, 1.016, -4.649], [0.264, 1.681, -6.052], [-1.713, 1.981, -5.107], [-1.747, -1.520, -4.775], [-0.019, -1.383, -4.337], [-0.532, -2.172, -5.889], [-2.383, 1.161, -4.848], [-2.004, 2.583, -5.968], [-1.604, 2.559, -4.189], [-1.340, -0.288, -1.093], [-0.758, -0.854, 0.351], [-2.881, -0.041, -0.777], [-0.991, 1.183, -0.644], [-1.536, 0.210, -2.682], [0.192, -0.490, -1.607], [-1.612, -1.877, -1.523], [-0.898, -3.944, 2.275], [-1.353, -5.117, 3.208], [-0.197, -5.826, 3.711], [-2.627, -5.784, 2.904], [-1.689, -4.109, 4.448], [-0.254, -4.979, 1.046], [-1.180, -5.693, 0.213], [1.085, -5.506, 1.319], [0.078, -3.718, 0.074], [0.029, 0.964, 2.957], [0.017, 1.705, 1.977], [-0.643, 0.021, 3.140], [0.992, 1.135, 3.642]], "atomic_forces_ev_per_a": [[0.99, -0.34, -0.05], [1.93, -4.42, -2.02], [-3.10, 4.93, 1.64], [0.67, -0.90, -0.59], [-0.45, 0.09, -0.23], [0.63, -0.48, 0.54], [0.47, 0.97, 1.39], [-0.10, -0.16, 0.32], [-0.30, 0.17, 0.28], [-0.46, 0.22, -0.24], [0.30, -0.22, 0.13], [-0.42, -0.41, -0.47], [0.14, 0.50, -0.65], [-0.38, 1.10, -0.08], [0.88, -2.78, 1.06], [-0.48, 0.98, -0.66], [4.03, 2.54, 0.94], [-1.15, -1.33, -0.18], [-0.94, 0.27, -0.68], [-1.18, -0.36, 1.17], [0.18, -0.45, -0.67], [-0.50, -0.25, -0.51], [0.11, 0.19, -0.20], [-0.03, -0.04, 0.27], [0.24, -0.05, 0.50], [0.25, -0.18, -0.41], [0.10, 0.40, 1.34], [-1.94, 1.52, 0.23], [2.01, -1.74, -0.57], [-2.84, 0.62, -1.33], [-0.75, 1.09, -1.08], [-0.28, -1.79, 1.81], [0.68, 1.24, 0.23], [-0.43, 0.47, -0.79], [0.36, -0.96, -0.06], [0.79, -0.47, -0.35], [0.08, -0.04, 0.13], [0.37, -0.29, -0.01], [-0.04, -0.05, 0.43], [0.33, -0.13, 0.85], [-3.87, -1.36, -2.34], [3.10, 0.98, 1.61], [-1.33, -1.27, 0.25], [0.26, 0.35, -0.03], [-0.02, 0.93, 0.43], [1.53, -0.89, -0.23], [-0.15, 0.14, 0.29], [0.45, 0.34, -0.08], [0.38, -0.02, -0.13], [-0.77, 0.68, -0.19], [-0.03, -0.12, -0.50], [-0.12, 0.69, 0.09], [0.06, 0.96, -1.02], [-0.35, -2.59, -0.21], [0.30, 1.63, 0.98], [-0.13, 0.17, 0.55], [-0.18, -0.38, 0.75], [-0.26, 0.61, -0.88], [0.51, -0.92, -0.31], [0.03, 0.04, 0.13], [-0.09, 0.18, -0.08], [0.01, -0.30, 0.45], [-0.43, 0.40, -0.28], [-0.19, -0.26, 0.19], [0.45, -0.03, -0.33], [0.98, -2.39, -3.68], [-1.07, 0.72, 0.35], [1.05, -0.60, 0.54], [0.14, 1.27, 0.51], [-1.03, 0.20, 0.64], [1.09, 0.06, 0.33], [-0.36, 1.84, 0.62], [1.21, -2.29, -3.25], [-2.43, -2.72, 5.71], [-1.80, 0.33, -0.90], [3.00, 1.85, 0.26], [-0.14, -0.42, -0.62], [3.59, 0.27, -3.56], [0.27, 0.49, 1.83], [-3.05, 1.27, -0.04], [-0.08, 0.20, 0.64], [0.05, -0.83, -1.91], [-0.72, 1.01, -0.65], [-2.82, -1.23, 0.13], [3.23, 1.50, 2.48]], "mulliken_charge": [-0.483, 0.347, -0.420, -0.118, 0.331, 0.404, -0.873, 0.240, 0.534, -0.093, 0.324, 0.378, 0.418, -1.148, 0.640, -0.372, 1.211, -0.278, 0.076, -0.330, 0.376, 0.334, 0.301, -0.479, 0.419, 0.535, -0.935, 0.547, -0.478, 1.577, -0.143, -0.033, -0.735, 0.402, 0.118, 0.348, 0.346, 0.333, 0.286, -1.152, 0.574, -0.430, 0.017, 0.379, 0.401, -0.866, 0.322, 0.327, 0.440, 0.495, 0.146, 0.394, -0.845, 0.327, -0.387, -0.058, 0.296, 0.404, -0.538, 0.250, 0.355, 0.413, 0.333, 0.394, 0.053, 1.330, -0.624, -0.359, -0.486, -0.273, -0.385, -0.425, -0.674, 0.892, -0.569, -0.571, -0.316, 0.990, -0.579, -0.547, -0.217, 1.148, -0.361, -0.525, -0.403]}